No. 1
C56H40AgB2N9O35 | wB97M-V/def2-TZVPD

Each line ends with the Mulliken charge.
CARTESIAN COORDINATES (ANGSTROEM)
Ag -1.075 0.942 -0.561  1.78
N -0.110 3.032 0.980  0.82
O 0.760 2.133 1.124  -0.37
O -1.269 2.741 0.317  -0.51
O 0.080 4.136 1.322  -0.59
O -4.839 -2.990 -3.323  -0.59
C -4.830 -2.497 -2.222  0.64
O -3.845 -2.515 -1.304  0.38
B -4.224 -1.716 -0.170  0.78
O -5.549 -1.123 -0.422  -0.73
C -5.976 -1.654 -1.545  -0.03
O -7.071 -1.606 -1.988  -0.60
O -3.203 -0.707 0.119  -0.32
C -2.434 -1.049 1.134  1.12
O -1.409 -0.461 1.305  -0.79
C -3.157 -2.197 1.843  0.17
O -4.159 -2.531 1.104  -0.54
O -2.814 -2.713 2.839  -0.63
O -2.855 0.817 -2.343  -0.80
C -2.429 0.013 -3.142  -0.33
O -2.996 -0.360 -4.262  -0.23
B -2.064 -1.349 -4.904  0.37
O -1.001 -1.712 -3.798  0.95
C -1.267 -0.920 -2.818  0.74
O -0.618 -0.761 -1.798  0.12
O -1.367 -0.611 -5.916  -0.75
C -1.558 -1.345 -7.058  0.52
O -1.094 -1.071 -8.126  -0.60
C -2.535 -2.494 -6.758  0.46
O -2.696 -2.486 -5.385  -0.50
O -2.998 -3.253 -7.548  -0.58
C 0.458 -1.755 5.200  -0.39
C 0.794 -3.081 4.760  -0.94
C 1.377 -3.205 3.515  -0.61
C 1.437 -2.096 2.625  -0.74
C 0.963 -0.876 2.996  0.75
C 0.541 -0.697 4.324  -0.85
N 1.852 -2.350 1.272  1.37
O 2.576 -3.306 1.074  -0.70
O 1.471 -1.551 0.419  -0.17
H 0.139 -1.650 6.266  0.38
H 0.934 -3.885 5.482  0.41
H 1.622 -4.224 3.186  0.37
H 1.070 0.038 2.434  0.44
H 0.349 0.288 4.757  0.55
C 2.126 -6.054 -2.790  -0.22
C 1.316 -5.198 -3.562  -0.56
C 1.696 -3.810 -3.609  -0.07
C 2.766 -3.427 -2.773  0.04
C 3.530 -4.293 -2.092  -0.06
C 3.210 -5.673 -2.068  -0.88
N 3.048 -1.963 -2.623  1.22
O 2.407 -1.083 -3.177  -0.61
O 4.084 -1.699 -2.004  -0.64
H 1.694 -7.092 -2.639  0.25
H 0.435 -5.574 -4.068  0.50
H 1.023 -3.021 -3.983  0.12
H 4.268 -3.859 -1.426  0.45
H 3.678 -6.311 -1.404  0.47
C 4.705 2.939 -4.233  -0.22
C 3.408 3.248 -4.547  -0.81
C 2.348 2.672 -3.930  -0.60
C 2.629 1.937 -2.841  0.15
C 3.883 1.573 -2.479  0.12
C 5.027 2.075 -3.211  -1.21
N 1.503 1.402 -2.098  1.69
O 1.710 0.565 -1.231  -0.50
O 0.376 1.815 -2.502  -0.82
H 5.489 3.431 -4.864  0.32
H 3.298 3.857 -5.454  0.34
H 1.345 2.686 -4.384  0.43
H 3.957 0.796 -1.719  0.53
H 6.079 1.796 -2.966  0.42
C -1.348 6.021 -1.773  -0.51
C -1.825 4.944 -2.515  0.10
C -3.149 4.999 -3.005  -0.75
C -3.968 6.029 -2.603  0.48
C -3.536 7.076 -1.763  -0.72
C -2.166 7.090 -1.440  -0.40
N -5.299 6.016 -3.237  1.01
O -5.350 5.503 -4.323  -0.57
O -6.220 6.549 -2.684  -0.62
H -0.380 6.040 -1.287  0.40
H -1.160 4.009 -2.689  0.17
H -3.571 4.232 -3.590  0.56
H -4.250 7.774 -1.397  0.49
H -1.714 7.862 -0.795  0.31
C 4.269 0.976 2.362  -0.28
C 4.690 -0.299 2.589  -0.41
C 5.998 -0.653 2.071  -0.37
C 6.811 0.315 1.491  -0.22
C 6.333 1.610 1.273  -0.31
C 5.091 1.963 1.686  -0.77
N 8.207 -0.029 1.176  1.00
O 8.559 -1.185 1.303  -0.60
O 8.891 0.947 0.831  -0.60
H 3.322 1.349 2.686  0.58
H 4.147 -1.083 3.105  0.50
H 6.435 -1.631 2.134  0.52
H 6.967 2.332 0.817  0.52
H 4.702 2.981 1.408  0.41
C 2.570 4.229 5.147  -0.37
C 1.188 4.252 5.048  -0.35
C 0.436 3.478 5.957  -0.36
C 1.143 2.677 6.803  0.11
C 2.531 2.602 6.867  -0.36
C 3.266 3.450 6.080  -0.86
N 0.382 1.792 7.700  1.03
O 1.066 1.031 8.445  -0.63
O -0.831 1.684 7.639  -0.58
H 3.098 4.904 4.474  0.39
H 0.743 4.931 4.294  0.41
H -0.624 3.466 5.852  0.58
H 2.879 1.886 7.623  0.50
H 4.304 3.418 6.224  0.48
C -2.442 -6.414 -3.024  -1.15
C -1.906 -7.360 -2.204  -0.45
C -1.131 -7.003 -1.090  -0.92
C -1.069 -5.678 -0.825  -0.15
C -1.558 -4.654 -1.595  1.22
C -2.232 -5.054 -2.755  -0.30
N -0.408 -5.207 0.481  0.91
O -0.051 -6.043 1.300  -0.68
O -0.331 -3.976 0.595  -0.18
H -2.980 -6.663 -3.965  0.38
H -2.076 -8.406 -2.256  0.46
H -0.779 -7.691 -0.350  0.59
H -1.543 -3.594 -1.262  -0.06
H -2.734 -4.327 -3.365  0.42
C -4.934 0.452 2.384  -0.71
C -5.242 1.590 1.713  -0.59
C -4.670 2.799 2.087  -0.56
C -3.665 2.812 3.056  0.18
C -3.305 1.644 3.722  -0.45
C -3.955 0.469 3.345  -0.37
N -3.149 4.162 3.363  1.05
O -2.346 4.227 4.263  -0.65
O -3.433 5.107 2.695  -0.62
H -5.443 -0.470 2.137  0.64
H -6.014 1.504 0.995  0.58
H -4.876 3.822 1.698  0.45
H -2.690 1.774 4.614  0.55
H -3.697 -0.436 3.931  0.44

Force components x, y, z for each atom (eV/Å):
Ag 0.2 -0.7 -0.3
N 0.9 -2.5 -1.0
O -1.9 0.3 -0.6
O 1.4 0.5 1.2
O -0.6 2.2 0.6
O 0.2 0.5 1.7
C -0.3 0.3 -0.4
O 0.0 -0.4 -1.1
B 0.0 0.2 1.4
O 1.1 -0.4 0.6
C 0.0 -1.0 -1.2
O -0.9 0.4 -0.3
O 0.3 0.4 -0.5
C -1.6 0.5 -1.6
O 1.5 0.4 1.0
C 0.8 0.2 -0.8
O -1.5 -0.2 -1.2
O 0.7 -0.7 2.1
O 0.5 0.5 -0.2
C -1.8 -0.7 0.2
O 0.9 -0.1 0.9
B 0.7 1.3 1.2
O -1.3 0.4 0.3
C 0.9 0.8 -0.6
O 0.0 -0.8 0.5
O 0.0 -1.6 -1.9
C 0.5 1.7 -0.3
O -0.2 -0.4 0.5
C 0.2 -0.4 0.9
O -0.5 -1.1 -2.1
O 0.1 0.3 0.6
C -0.2 -1.9 0.7
C 1.3 2.0 0.5
C -0.7 -0.5 -0.7
C -0.9 -1.7 1.2
C 0.3 1.3 1.3
C 0.0 0.0 0.6
N 0.1 1.0 -0.9
O 0.0 -0.1 -0.3
O 0.4 -0.9 0.4
H 0.3 0.2 -1.1
H -0.7 0.1 -0.3
H 0.2 0.8 -0.1
H -0.1 -0.3 -0.7
H -0.1 -0.1 -0.6
C -2.6 -2.1 -0.5
C 1.7 2.1 0.2
C -1.1 -1.2 1.2
C -2.0 1.2 -2.0
C 1.0 -1.4 1.7
C -0.4 3.1 -0.9
N 2.0 0.8 -0.1
O -0.4 -1.5 0.0
O -0.9 -0.2 -0.1
H 0.9 1.1 -0.4
H 0.1 0.1 0.0
H 0.6 -0.6 -0.2
H 0.1 -0.3 -0.1
H 1.1 -1.2 1.0
C 2.1 0.9 -0.4
C 0.1 0.8 -2.2
C -1.6 1.0 -1.8
C -0.4 -0.9 1.1
C 2.8 -0.5 0.0
C -1.3 -0.8 1.3
N -0.4 -1.0 -0.3
O -1.1 1.9 -0.8
O 1.0 -0.9 1.8
H -0.6 -0.7 0.8
H -0.4 -0.2 0.5
H 0.6 0.4 0.6
H 0.3 0.4 0.0
H -1.2 0.1 -0.2
C -0.1 -0.3 0.2
C 0.4 -1.3 -0.4
C 1.7 0.3 1.2
C 0.7 0.6 0.3
C 0.8 -1.2 -0.8
C -1.0 0.3 0.6
N 0.8 0.3 0.3
O -0.3 -0.5 -0.9
O -0.8 0.6 0.8
H 0.2 -0.3 -0.4
H -1.3 1.8 0.2
H -0.2 -0.8 -0.7
H -0.3 0.7 0.1
H -0.6 -0.3 -0.4
C 0.6 2.0 -0.7
C 2.5 -0.9 -1.2
C -0.5 1.1 0.3
C -1.3 -0.7 0.7
C 0.8 -0.2 0.0
C -1.7 -0.6 0.2
N -0.3 1.4 -0.3
O 0.4 0.7 -0.3
O -0.1 -1.8 0.3
H -0.6 -0.2 0.3
H -0.3 0.3 -0.1
H -0.2 -0.4 0.3
H 0.4 0.4 -0.4
H 0.3 -1.2 0.7
C 0.5 0.7 -0.3
C -0.1 0.1 0.4
C 0.6 0.8 -1.8
C -0.4 -0.4 0.5
C -0.9 -0.4 1.1
C -1.5 -0.4 -0.3
N 0.7 -3.0 1.5
O -1.2 1.8 -1.2
O 0.8 0.9 -0.3
H 0.2 -0.3 0.2
H 0.0 -0.8 0.7
H -0.6 -0.1 0.4
H 0.4 0.5 -0.6
H 1.4 0.3 -0.3
C -0.2 1.0 -1.6
C 1.0 -0.6 1.4
C -1.2 -0.1 -0.4
C 1.5 1.8 1.9
C -1.1 0.5 -1.0
C -0.1 -0.1 0.7
N -0.4 0.7 -0.6
O -0.1 0.9 -0.7
O 0.2 -1.9 0.6
H 0.2 0.0 1.0
H -0.3 -0.8 -0.8
H 0.2 -0.4 0.0
H 0.2 -1.1 -0.5
H 0.0 0.3 -0.3
C 0.4 -1.0 0.2
C -0.5 1.4 0.1
C 0.8 1.1 -0.3
C -1.6 -0.3 -0.9
C -0.2 1.2 0.3
C 1.1 -0.6 2.0
N 1.2 -1.3 0.4
O 0.7 -0.2 1.3
O -1.0 0.9 -1.1
H 0.0 0.0 0.0
H -0.5 0.4 -0.8
H -0.3 -1.3 -0.2
H 0.2 -0.6 -0.4
H -0.3 0.6 -0.6

## Properties
E (eV): -149131.2698
Spin multiplicity: 2
HOMO (spin up / spin down) (eV): -8.0 / -8.0
HOMO-LUMO gap (spin up / spin down) (eV): 8.446 / 6.378
Net charge: -1
⟨S²⟩: 0.75



No. 2
C8H16N2O4 | wB97M-V/def2-TZVPD

Each line ends with the Mulliken charge.
CARTESIAN COORDINATES (ANGSTROEM)
C -1.525 -0.245 -0.238  0.21
C 3.536 1.252 -0.839  -1.16
C -2.317 -0.459 -2.577  -1.15
C -3.543 0.973 -0.935  -1.56
C 2.681 1.593 0.326  -0.12
C -2.708 -0.233 -1.119  0.98
C -0.244 -1.672 1.204  0.22
C 2.650 0.419 2.501  0.20
N -0.260 -2.755 1.896  -0.43
N -1.170 -1.474 0.169  -0.09
O -0.841 0.730 0.057  -0.65
O 0.697 -2.942 2.833  -0.31
O 2.295 -0.532 3.118  -0.53
O 2.375 0.441 1.198  -0.23
H 4.533 1.027 -0.515  0.33
H 3.175 0.347 -1.350  0.32
H 3.456 2.077 -1.651  0.32
H -2.041 0.565 -3.099  0.26
H -3.212 -1.001 -3.049  0.32
H -1.332 -1.087 -2.545  0.34
H -3.891 1.093 0.137  0.36
H -4.289 0.923 -1.782  0.37
H -2.986 1.886 -1.117  0.32
H 1.718 1.969 0.059  0.25
H 3.273 2.280 1.030  0.28
H -3.374 -1.113 -0.737  0.19
H 0.521 -0.961 1.091  -0.05
H 3.322 1.272 2.905  0.28
H -1.836 -2.182 0.253  0.31
H 1.335 -2.195 2.774  0.45

Force components x, y, z for each atom (eV/Å):
C 1.3 1.2 0.4
C -0.7 0.0 -2.0
C 1.2 0.0 -0.7
C -1.0 1.3 0.0
C 1.0 0.5 2.9
C -1.5 -1.7 0.7
C 0.6 -1.4 -0.3
C 1.2 0.9 -1.0
N -1.4 1.2 -1.2
N 0.7 -1.2 1.7
O -0.5 0.0 -0.4
O 0.9 0.4 0.0
O -0.1 -0.4 1.3
O 0.3 0.5 -1.0
H 0.7 0.2 -0.1
H -0.1 0.2 0.2
H 0.5 -1.2 1.6
H -0.8 -2.1 0.9
H 1.7 0.9 0.1
H -2.0 0.8 -0.7
H -0.3 -0.3 -1.5
H 0.0 0.3 1.5
H 0.4 0.1 -0.2
H -0.5 0.5 -0.1
H -1.1 -0.3 -1.2
H 1.1 1.1 -0.9
H 1.2 0.9 0.9
H -1.1 -1.0 -0.5
H -1.6 -1.1 -0.6
H -0.2 -0.2 0.3

## Properties
E (eV): -19723.0966
Spin multiplicity: 1
ΔE to the lowest compared entry with this formula, charge and spin (kJ/mol): 355.3
HOMO (eV): -8.7
HOMO-LUMO gap (eV): 9.417
Structure (SMILES): CC(C)C(=O)N/C=N/O.CCOC=O



No. 3
CH6N2Si | wB97M-V/def2-TZVPD

Each line ends with the Mulliken charge.
CARTESIAN COORDINATES (ANGSTROEM)
C 0.708 -0.474 0.155  -0.13
N -1.449 -1.473 0.467  -0.86
N -0.177 -1.421 0.506  0.26
Si 0.241 1.197 -0.527  0.32
H 1.803 -0.681 0.586  0.24
H -1.857 -0.575 0.191  0.23
H 0.303 -2.297 0.732  0.28
H 1.469 2.009 -0.486  -0.14
H -0.637 2.241 0.177  -0.10
H -0.406 1.474 -1.802  -0.11

Force components x, y, z for each atom (eV/Å):
C 1.5 -0.1 1.2
N -0.4 -0.7 0.1
N 1.1 0.7 -0.8
Si 0.1 1.8 0.9
H -2.6 0.5 -1.3
H 0.5 0.1 0.0
H -0.7 0.0 0.4
H 0.4 -0.3 -0.2
H 0.1 -1.1 0.5
H 0.0 -0.9 -0.8

## Properties
E (eV): -11988.6588
Spin multiplicity: 1
ΔE to the lowest compared entry with this formula, charge and spin (kJ/mol): 292.4
HOMO (eV): -8.5
HOMO-LUMO gap (eV): 8.828



No. 4
C18H25N3O3 | wB97M-V/def2-TZVPD

Each line ends with the Mulliken charge.
CARTESIAN COORDINATES (ANGSTROEM)
C -0.745 0.653 -4.872  -1.18
H -0.811 0.754 -5.949  0.40
H 0.113 -0.131 -4.587  0.22
C -0.674 1.857 -4.137  -0.37
N -0.706 1.532 -2.902  0.16
C 0.369 1.955 -1.952  0.31
O 1.381 2.598 -2.293  -0.66
C 0.216 1.309 -0.475  -0.66
H 1.081 1.686 0.122  -0.25
H -0.812 1.854 -0.080  0.45
C 0.171 -0.132 -0.193  0.57
N 0.699 -0.755 0.885  0.64
C -0.487 -1.428 1.354  0.27
O -0.299 -1.985 2.669  -0.72
N -1.586 -1.316 0.748  0.46
C -1.427 -0.396 -0.343  0.02
O -2.371 -0.197 -1.295  -0.76
C -2.894 -1.655 1.223  0.15
C -3.746 -2.473 0.426  -0.28
C -4.936 -2.755 0.838  -0.38
C -5.221 -2.848 2.042  -0.24
C -4.344 -2.044 3.120  -0.65
C -3.185 -1.658 2.710  -0.29
H -2.533 -1.064 3.394  0.27
H -4.534 -2.402 4.103  0.38
H -6.289 -3.257 2.467  0.24
H -5.697 -3.278 -0.115  0.14
H -3.402 -2.474 -0.574  0.43
C 1.946 -0.733 1.179  -0.70
H 2.393 -1.078 0.270  0.65
C 2.643 0.277 1.932  -1.75
H 1.853 0.928 2.123  0.51
C 3.535 1.112 0.989  1.31
C 3.796 2.527 1.388  -1.98
H 2.907 3.123 1.518  0.32
H 4.564 3.012 1.082  0.62
H 4.300 2.265 2.453  0.28
C 4.776 0.575 0.897  -1.36
H 4.718 -0.635 0.426  0.23
H 5.488 0.373 1.847  0.27
H 5.361 0.990 0.103  0.51
H 3.161 1.496 0.066  0.14
H 3.190 0.108 2.682  0.98
H 1.946 -1.652 1.740  0.22
H 0.701 -0.598 -1.222  0.06
H -1.608 1.035 -2.360  0.18
H 0.173 2.463 -4.366  0.37
H -1.660 2.539 -4.452  0.19
H -1.517 -0.078 -4.629  0.29

Force components x, y, z for each atom (eV/Å):
C 1.7 -5.8 -2.7
H 0.3 0.1 -0.3
H -0.9 2.1 -0.8
C -3.3 4.6 -5.9
N 0.4 -1.1 13.9
C -0.2 -1.6 -2.0
O -2.8 -1.5 1.0
C -0.7 5.3 0.9
H -0.8 0.4 -0.6
H 2.6 -1.1 -0.5
C -1.9 0.1 -9.1
N -13.3 0.9 -1.0
C 9.3 -3.2 13.4
O -1.5 2.3 -7.4
N -4.9 2.8 -4.3
C -2.2 -2.7 -3.8
O 5.6 -0.4 5.9
C -1.4 -3.6 2.7
C 7.8 5.7 -1.0
C -5.9 -4.5 -8.8
C -4.0 1.7 11.8
C -4.9 -5.9 -2.4
C 4.3 4.1 -3.2
H -0.2 -1.0 -0.7
H -0.4 0.8 1.0
H 2.9 1.0 -1.2
H 2.1 1.6 3.2
H -0.1 -0.6 -1.1
C 5.8 -5.7 1.8
H 1.6 0.2 -0.9
C -3.2 5.0 -7.1
H -1.3 1.5 1.6
C -3.4 3.2 0.5
C -3.3 -3.0 8.1
H -0.2 0.4 0.1
H 4.7 3.0 -3.5
H -1.5 1.4 -1.1
C 6.8 -8.2 -1.6
H 0.1 2.9 1.4
H -2.0 1.0 -1.8
H 0.7 0.6 -0.2
H -1.1 -1.9 -1.7
H 3.7 -2.2 6.1
H 1.0 -0.8 0.9
H -1.4 0.6 2.0
H 3.0 1.4 -2.0
H 0.8 0.4 -0.3
H 2.2 -1.2 0.5
H -0.9 0.8 0.4

## Properties
E (eV): -29670.8382
Spin multiplicity: 1
ΔE to the lowest compared entry with this formula, charge and spin (kJ/mol): 1557.3
HOMO (eV): -9.0
HOMO-LUMO gap (eV): 8.277
Structure (SMILES): CCNC(=O)C[C@@H]1C(=O)N(c2ccccc2)C(=O)N1CCC(C)C



Copy entry 2 word for word.
C8H16N2O4 | wB97M-V/def2-TZVPD

Each line ends with the Mulliken charge.
CARTESIAN COORDINATES (ANGSTROEM)
C -1.525 -0.245 -0.238  0.21
C 3.536 1.252 -0.839  -1.16
C -2.317 -0.459 -2.577  -1.15
C -3.543 0.973 -0.935  -1.56
C 2.681 1.593 0.326  -0.12
C -2.708 -0.233 -1.119  0.98
C -0.244 -1.672 1.204  0.22
C 2.650 0.419 2.501  0.20
N -0.260 -2.755 1.896  -0.43
N -1.170 -1.474 0.169  -0.09
O -0.841 0.730 0.057  -0.65
O 0.697 -2.942 2.833  -0.31
O 2.295 -0.532 3.118  -0.53
O 2.375 0.441 1.198  -0.23
H 4.533 1.027 -0.515  0.33
H 3.175 0.347 -1.350  0.32
H 3.456 2.077 -1.651  0.32
H -2.041 0.565 -3.099  0.26
H -3.212 -1.001 -3.049  0.32
H -1.332 -1.087 -2.545  0.34
H -3.891 1.093 0.137  0.36
H -4.289 0.923 -1.782  0.37
H -2.986 1.886 -1.117  0.32
H 1.718 1.969 0.059  0.25
H 3.273 2.280 1.030  0.28
H -3.374 -1.113 -0.737  0.19
H 0.521 -0.961 1.091  -0.05
H 3.322 1.272 2.905  0.28
H -1.836 -2.182 0.253  0.31
H 1.335 -2.195 2.774  0.45

Force components x, y, z for each atom (eV/Å):
C 1.3 1.2 0.4
C -0.7 0.0 -2.0
C 1.2 0.0 -0.7
C -1.0 1.3 0.0
C 1.0 0.5 2.9
C -1.5 -1.7 0.7
C 0.6 -1.4 -0.3
C 1.2 0.9 -1.0
N -1.4 1.2 -1.2
N 0.7 -1.2 1.7
O -0.5 0.0 -0.4
O 0.9 0.4 0.0
O -0.1 -0.4 1.3
O 0.3 0.5 -1.0
H 0.7 0.2 -0.1
H -0.1 0.2 0.2
H 0.5 -1.2 1.6
H -0.8 -2.1 0.9
H 1.7 0.9 0.1
H -2.0 0.8 -0.7
H -0.3 -0.3 -1.5
H 0.0 0.3 1.5
H 0.4 0.1 -0.2
H -0.5 0.5 -0.1
H -1.1 -0.3 -1.2
H 1.1 1.1 -0.9
H 1.2 0.9 0.9
H -1.1 -1.0 -0.5
H -1.6 -1.1 -0.6
H -0.2 -0.2 0.3

## Properties
E (eV): -19723.0966
Spin multiplicity: 1
ΔE to the lowest compared entry with this formula, charge and spin (kJ/mol): 355.3
HOMO (eV): -8.7
HOMO-LUMO gap (eV): 9.417
Structure (SMILES): CC(C)C(=O)N/C=N/O.CCOC=O



Question: Among the records above, which one has the highest spin multiplicity?
Answer: C56H40AgB2N9O35



Question: spin multiplicity of number 3 (CH6N2Si)?
Answer: 1



Question: Among the records above, which one has the lowest E?
Answer: C56H40AgB2N9O35